(1)
Molecular formula: C4H3FN2
Method: DFT, ωB97M-V/def2-TZVPD

The geometry in ORCA input format:
```
! wB97M-V def2-TZVPD RIJCOSX def2/J DEFGRID3
* xyz 0 1
C 0.0068 0.0941 -0.1140
C -1.4660 -0.1833 -0.4770
F -1.6873 -0.3869 -1.7604
C -2.1876 -1.0912 0.3892
N -2.8010 -1.9180 0.8605
C -2.2775 1.2807 0.1019
N -2.6189 2.2015 0.7067
H 0.3673 0.7142 -0.8713
H -0.0545 0.5341 0.8405
H 0.5690 -0.7999 -0.3138
*
```

Results
ΔE to the lowest compared entry with this formula, charge and spin ... 243.7 kJ/mol
Structure (SMILES) ... CC(F)(C#N)C#N
Gap between HOMO and LUMO ... 0.4625 Eh


(2)
Molecular formula: C34H32BrF6IrN7O5S2
Method: DFT, ωB97M-V/def2-TZVPD

The geometry in ORCA input format:
```
! wB97M-V def2-TZVPD RIJCOSX def2/J DEFGRID3
* xyz 2 2
Ir -0.6617 0.2492 -0.3714
C 2.0441 -0.0263 -3.6889
C 1.1745 -0.4131 -2.6785
N 0.9011 0.4299 -1.6874
C 1.4757 1.6527 -1.6910
C 2.3750 1.9801 -2.6935
N 2.6492 1.1522 -3.6909
C 1.1219 2.4864 -0.5307
C 1.4310 3.8017 -0.2762
C 1.0823 4.3620 0.9619
C 0.4969 3.5228 1.9167
C 0.1860 2.2206 1.5852
N 0.4412 1.7476 0.3595
C -0.4366 1.1827 2.4232
C -0.7002 1.2792 3.7829
N -1.3399 0.3278 4.4428
C -1.7119 -0.7442 3.7552
C -1.4126 -0.9027 2.4113
N -0.7683 0.0601 1.7561
C 1.3410 5.7851 1.2566
C 0.5763 6.4711 2.1960
C 0.8516 7.8085 2.4274
N 1.8114 8.4879 1.8075
C 2.5369 7.8248 0.9132
C 2.3466 6.4891 0.5995
H 2.2557 -0.6964 -4.5113
H 0.7040 -1.3843 -2.6553
H 2.8908 2.9308 -2.6865
H 1.8884 4.4035 -1.0478
H 0.2856 3.8876 2.9108
H -0.3827 2.1445 4.3497
H -2.2603 -1.5095 4.2878
H -1.6735 -1.7937 1.8603
H -0.2490 6.0050 2.7150
H 0.2652 8.3642 3.1487
H 3.3173 8.3903 0.4194
H 3.0047 6.0181 -0.1156
F -4.2171 1.9576 -3.0754
C -3.1490 2.6192 -3.4900
F -2.6428 2.0302 -4.5601
F -3.4622 3.8697 -3.7537
S -1.8629 2.6198 -2.1574
O -1.4548 1.1867 -2.1134
O -0.8548 3.5411 -2.5535
N -2.5857 3.0845 -0.8518
S -3.0396 2.2114 0.3646
O -2.7022 0.7754 0.1855
O -2.6457 2.8039 1.5996
C -4.8965 2.1985 0.3506
F -5.3415 1.4141 -0.6156
F -5.3175 3.4330 0.1688
F -5.2972 1.7370 1.5225
C -0.2422 -7.2634 -2.1695
C -1.5270 -6.8798 -1.4141
C -2.7243 -7.5094 -2.1225
C -1.4585 -7.4185 0.0259
C -1.6158 -5.3710 -1.3564
C -0.5615 -4.6479 -0.7278
C -0.6214 -3.2961 -0.6598
Br 0.7912 -2.3661 0.1673
C -1.7216 -2.5363 -1.2208
O -1.7826 -1.2596 -1.1925
C -2.7928 -3.2736 -1.8648
C -2.6811 -4.6498 -1.8899
C -4.0326 -2.6556 -2.5087
C -5.2651 -3.1941 -1.7598
C -4.1047 -1.1302 -2.4978
C -4.0840 -3.1107 -3.9786
H -0.1550 -8.3492 -2.1888
H 0.6557 -6.8721 -1.6924
H -0.2682 -6.9091 -3.1999
H -2.6020 -8.5912 -2.1294
H -2.8039 -7.1855 -3.1607
H -3.6636 -7.2934 -1.6122
H -1.3694 -8.5038 -0.0069
H -2.3610 -7.1709 0.5847
H -0.5977 -7.0361 0.5737
H 0.2793 -5.1770 -0.3068
H -3.4745 -5.2088 -2.3604
H -5.2304 -2.9327 -0.7019
H -5.3641 -4.2753 -1.8413
H -6.1622 -2.7471 -2.1869
H -4.1163 -0.7195 -1.4916
H -5.0363 -0.8485 -2.9903
H -3.2818 -0.6751 -3.0462
H -4.1386 -4.1923 -4.0854
H -3.2133 -2.7559 -4.5308
H -4.9731 -2.6896 -4.4467
*
```

Results
Gap between HOMO and LUMO (alpha / beta) ... 0.2651 / 0.2270 Eh
<S²> ... 0.772


(3)
Molecular formula: C3H5IOS
Method: DFT, ωB97M-V/def2-TZVPD

The geometry in ORCA input format:
```
! wB97M-V def2-TZVPD RIJCOSX def2/J DEFGRID3
* xyz 0 1
C -1.7792 -1.2442 -0.2296
C -1.1826 0.1247 -0.1108
S -0.3023 0.9629 -1.2274
H -2.9132 -1.2812 0.1834
H -1.1654 -2.0052 0.2251
H -1.8979 -1.4443 -1.2868
H -1.1924 0.6072 0.9123
O 2.1790 0.9678 1.6819
C 2.4616 1.2432 0.5825
I 3.8757 0.0538 -0.6084
H 1.9169 2.0153 -0.1222
*
```

Results
ΔE to the lowest compared entry with this formula, charge and spin ... 133.3 kJ/mol
Structure (SMILES) ... CC=S.O=CI
Gap between HOMO and LUMO (alpha / beta) ... 0.3087 / 0.3086 Eh


(4)
Molecular formula: C2H6ClMgO
Method: DFT, ωB97M-V/def2-TZVPD

The geometry in ORCA input format:
```
! wB97M-V def2-TZVPD RIJCOSX def2/J DEFGRID3
* xyz 1 1
Mg 0.5952 0.1635 -2.5669
Cl -0.5666 -1.7526 -2.6379
C 0.3509 -0.4347 1.1947
C -0.5693 0.3570 0.2577
O 0.2119 1.0230 -0.7932
H 0.9951 0.2325 1.7657
H 0.9540 -1.1161 0.5911
H -0.2723 -1.0147 1.8713
H -1.0898 1.1118 0.8470
H -1.3061 -0.2967 -0.1940
H 0.6971 1.7269 -0.3355
*
```

Results
ΔE to the lowest compared entry with this formula, charge and spin ... 0.0 kJ/mol
Gap between HOMO and LUMO ... 0.3073 Eh


Please write out number 2 again, unchanged.
Molecular formula: C34H32BrF6IrN7O5S2
Method: DFT, ωB97M-V/def2-TZVPD

The geometry in ORCA input format:
```
! wB97M-V def2-TZVPD RIJCOSX def2/J DEFGRID3
* xyz 2 2
Ir -0.6617 0.2492 -0.3714
C 2.0441 -0.0263 -3.6889
C 1.1745 -0.4131 -2.6785
N 0.9011 0.4299 -1.6874
C 1.4757 1.6527 -1.6910
C 2.3750 1.9801 -2.6935
N 2.6492 1.1522 -3.6909
C 1.1219 2.4864 -0.5307
C 1.4310 3.8017 -0.2762
C 1.0823 4.3620 0.9619
C 0.4969 3.5228 1.9167
C 0.1860 2.2206 1.5852
N 0.4412 1.7476 0.3595
C -0.4366 1.1827 2.4232
C -0.7002 1.2792 3.7829
N -1.3399 0.3278 4.4428
C -1.7119 -0.7442 3.7552
C -1.4126 -0.9027 2.4113
N -0.7683 0.0601 1.7561
C 1.3410 5.7851 1.2566
C 0.5763 6.4711 2.1960
C 0.8516 7.8085 2.4274
N 1.8114 8.4879 1.8075
C 2.5369 7.8248 0.9132
C 2.3466 6.4891 0.5995
H 2.2557 -0.6964 -4.5113
H 0.7040 -1.3843 -2.6553
H 2.8908 2.9308 -2.6865
H 1.8884 4.4035 -1.0478
H 0.2856 3.8876 2.9108
H -0.3827 2.1445 4.3497
H -2.2603 -1.5095 4.2878
H -1.6735 -1.7937 1.8603
H -0.2490 6.0050 2.7150
H 0.2652 8.3642 3.1487
H 3.3173 8.3903 0.4194
H 3.0047 6.0181 -0.1156
F -4.2171 1.9576 -3.0754
C -3.1490 2.6192 -3.4900
F -2.6428 2.0302 -4.5601
F -3.4622 3.8697 -3.7537
S -1.8629 2.6198 -2.1574
O -1.4548 1.1867 -2.1134
O -0.8548 3.5411 -2.5535
N -2.5857 3.0845 -0.8518
S -3.0396 2.2114 0.3646
O -2.7022 0.7754 0.1855
O -2.6457 2.8039 1.5996
C -4.8965 2.1985 0.3506
F -5.3415 1.4141 -0.6156
F -5.3175 3.4330 0.1688
F -5.2972 1.7370 1.5225
C -0.2422 -7.2634 -2.1695
C -1.5270 -6.8798 -1.4141
C -2.7243 -7.5094 -2.1225
C -1.4585 -7.4185 0.0259
C -1.6158 -5.3710 -1.3564
C -0.5615 -4.6479 -0.7278
C -0.6214 -3.2961 -0.6598
Br 0.7912 -2.3661 0.1673
C -1.7216 -2.5363 -1.2208
O -1.7826 -1.2596 -1.1925
C -2.7928 -3.2736 -1.8648
C -2.6811 -4.6498 -1.8899
C -4.0326 -2.6556 -2.5087
C -5.2651 -3.1941 -1.7598
C -4.1047 -1.1302 -2.4978
C -4.0840 -3.1107 -3.9786
H -0.1550 -8.3492 -2.1888
H 0.6557 -6.8721 -1.6924
H -0.2682 -6.9091 -3.1999
H -2.6020 -8.5912 -2.1294
H -2.8039 -7.1855 -3.1607
H -3.6636 -7.2934 -1.6122
H -1.3694 -8.5038 -0.0069
H -2.3610 -7.1709 0.5847
H -0.5977 -7.0361 0.5737
H 0.2793 -5.1770 -0.3068
H -3.4745 -5.2088 -2.3604
H -5.2304 -2.9327 -0.7019
H -5.3641 -4.2753 -1.8413
H -6.1622 -2.7471 -2.1869
H -4.1163 -0.7195 -1.4916
H -5.0363 -0.8485 -2.9903
H -3.2818 -0.6751 -3.0462
H -4.1386 -4.1923 -4.0854
H -3.2133 -2.7559 -4.5308
H -4.9731 -2.6896 -4.4467
*
```

Results
Gap between HOMO and LUMO (alpha / beta) ... 0.2651 / 0.2270 Eh
<S²> ... 0.772